Entry 1:
The following is a DFT calculation (ωB97M-V/def2-TZVPD) of the molecule C2H3FO2S in a non-equilibrium geometry.

Structure (ORCA input):
```
! wB97M-V def2-TZVPD RIJCOSX def2/J DEFGRID3
* xyz 0 1
C -1.45975 -0.28201 0.30221
C -0.58559 0.16883 -0.52921
O 1.31387 -0.68282 1.27200
O 1.94392 -0.60020 -1.06043
F 1.81283 1.76863 0.31913
S 1.18849 -0.08834 0.00551
H -2.53376 -0.22161 -0.01836
H -0.98739 -0.88598 1.16562
H -0.69261 0.82351 -1.45647
*
```

The HOMO energy comes out at -12.276 eV. The SMILES is C=CS(=O)(=O)F. The gap between HOMO and LUMO is 11.4 eV.



Entry 2:
The following is a DFT calculation (ωB97M-V/def2-TZVPD) of a cluster of 2 separate species, C16H24BrIN4P in total in a non-equilibrium geometry.

Structure (ORCA input):
```
! wB97M-V def2-TZVPD RIJCOSX def2/J DEFGRID3
* xyz 1 1
C 2.46497 -4.08312 -0.53805
C 2.68251 -2.56297 -0.22957
C 3.19445 -1.87343 -1.52441
C 1.39269 -2.00076 0.47198
C 0.87894 -0.64588 -0.00618
C 1.73836 0.47840 0.21184
P 3.35885 0.41272 1.08589
N 3.14276 0.10281 2.62136
C 1.26739 1.68558 -0.25905
C -0.00311 1.61778 -0.86505
I -0.78425 3.46772 -1.58611
N -0.76988 0.60434 -1.04439
N -0.31108 -0.56463 -0.57866
C -1.26869 -1.67466 -0.77352
C -1.17754 -2.41062 -2.15006
C -1.05458 -3.93436 -1.90049
Br 0.16724 -1.71189 -3.36461
H 3.41801 -4.58433 -0.33807
H 1.72861 -4.53012 0.13832
H 2.18482 -4.25864 -1.57878
H 3.49823 -2.55458 0.49937
H 4.18885 -1.44869 -1.34683
H 3.36847 -2.64517 -2.28117
H 2.54308 -1.13393 -1.98920
H 0.63395 -2.77880 0.47556
H 1.65131 -1.83602 1.52766
H 3.93237 1.69132 0.89630
H 4.20884 -0.54074 0.50568
H 2.13851 -0.01123 2.75178
H 1.83754 2.60060 -0.15149
H -2.25341 -1.20025 -0.74547
H -1.26340 -2.34852 0.08139
H -2.13536 -2.27126 -2.65132
H -2.07353 -4.29214 -1.70253
H -0.63661 -4.48185 -2.74409
H -0.50319 -4.11490 -0.97351
N -4.52962 5.83134 2.86604
C -3.62533 4.94081 3.26910
C -2.93072 4.10531 2.40724
C -3.19368 4.19846 1.05004
C -4.13211 5.11737 0.61140
C -4.76780 5.90769 1.55786
H -3.45532 4.90185 4.33948
H -2.20397 3.40135 2.79154
H -2.67288 3.56336 0.34081
H -4.36736 5.22134 -0.43974
H -5.50735 6.64329 1.26173
*
```

The HOMO energy comes out at -11.640 eV. The gap between HOMO and LUMO is 6.6 eV.



Entry 3:
The following is a DFT calculation (ωB97M-V/def2-TZVPD) of a structure of composition C37H38FN6O4STi in a non-equilibrium geometry.

Structure (ORCA input):
```
! wB97M-V def2-TZVPD RIJCOSX def2/J DEFGRID3
* xyz -1 1
Ti -0.51678 0.33939 0.75598
C 4.91006 -1.60928 0.77618
C 4.26681 -0.41008 1.05484
C 2.88618 -0.32650 1.08734
C 2.08828 -1.45260 0.83011
C 2.74849 -2.66454 0.56132
C 4.13240 -2.73286 0.53256
N 0.69081 -1.37263 0.86896
N 0.12650 -2.63487 0.93184
C -1.16163 -2.59828 1.00087
C -1.93037 -3.81824 1.07706
C -3.27833 -3.76482 1.13663
C -3.93471 -2.49513 1.12875
C -3.16605 -1.37417 1.06876
N -1.81108 -1.37929 1.00075
H 5.99159 -1.66827 0.75784
H 4.85099 0.48004 1.25929
H 2.41713 0.61667 1.31501
H 2.14970 -3.54345 0.38098
H 4.60962 -3.68359 0.31972
H -1.38534 -4.75219 1.08620
H -3.86112 -4.67707 1.19491
H -5.01137 -2.41220 1.17591
H -3.62805 -0.39494 1.06123
C 1.04578 -0.03490 -6.50927
C -0.44349 -0.15175 -6.20807
C -1.01129 -1.44294 -6.77879
C -2.51124 -1.50275 -6.55289
C -2.82290 -1.30476 -5.09327
C -3.98053 -1.82054 -4.55505
C -4.25774 -1.66168 -3.20215
F -5.39734 -2.19314 -2.72372
C -3.41235 -0.99800 -2.36283
C -2.23123 -0.45873 -2.88874
C -1.31570 0.24640 -2.01282
O -1.62292 0.47404 -0.80632
C -0.10306 0.67338 -2.58183
C 0.11621 0.51864 -3.91704
N -0.73362 -0.09451 -4.75582
C -1.92582 -0.61647 -4.25506
C 0.99200 1.23980 -1.72271
O 1.87459 1.91018 -2.23742
O 0.89524 0.89636 -0.49389
H 1.20546 -0.29698 -7.55447
H 1.62439 -0.72481 -5.89347
H 1.42938 0.97270 -6.35932
H -0.96536 0.69087 -6.67578
H -0.52275 -2.28943 -6.28685
H -0.77600 -1.49098 -7.84191
H -2.91610 -2.45925 -6.88484
H -3.00196 -0.72422 -7.14587
H -4.67378 -2.36316 -5.18526
H -3.62699 -0.90340 -1.30684
H 1.03374 0.91276 -4.32558
O -3.23939 1.97225 3.90121
S -2.36570 0.89945 3.39821
N -1.90795 1.01345 1.98766
C 0.70949 -1.92079 5.05886
C 1.07485 -0.50087 4.71678
C 1.93995 0.24369 5.50769
C 2.27730 1.53581 5.12047
C 3.22312 2.36288 5.95723
C 1.76000 2.07644 3.95374
C 0.88167 1.35848 3.11170
C 0.54644 0.06311 3.56941
N 0.38126 1.77391 1.89955
C 0.35787 3.20814 1.53967
C -0.22961 4.06371 2.67353
C 1.75145 3.69225 1.10399
C -0.57954 3.43559 0.33884
H 1.03955 -2.18628 6.06418
H 1.17239 -2.60989 4.34852
H -0.37028 -2.06918 4.99554
H 2.35526 -0.18050 6.41588
H 3.57327 1.79956 6.82253
H 2.73456 3.27076 6.31825
H 4.09526 2.66759 5.37471
H 2.08931 3.06914 3.68739
H -0.10741 -0.55547 2.96673
H 0.34221 4.00703 3.59559
H -1.24709 3.73347 2.89211
H -0.26348 5.10907 2.35641
H 2.48181 3.65989 1.90994
H 1.69010 4.72298 0.74211
H 2.11431 3.06426 0.28893
H -1.56151 2.99943 0.52448
H -0.16105 3.03678 -0.58298
H -0.70677 4.51005 0.19596
*
```

The HOMO energy comes out at -3.175 eV. The gap between HOMO and LUMO is 4.5 eV.



Entry 4:
The following is a DFT calculation (ωB97M-V/def2-TZVPD) of the ion C3H10NO with charge +1 in a non-equilibrium geometry.

Structure (ORCA input):
```
! wB97M-V def2-TZVPD RIJCOSX def2/J DEFGRID3
* xyz 1 1
C -0.18060 -0.93761 0.61104
C -0.12895 0.61739 0.07511
C -1.53204 1.14100 -0.13072
O 0.66176 0.79739 -1.14603
N 1.16198 -1.45999 0.60168
H -0.85952 -1.52796 -0.12740
H -0.59727 -0.95110 1.57807
H 0.65716 1.32531 0.71926
H -1.58002 2.04164 -0.77888
H -2.26379 0.32651 -0.34399
H -1.86752 1.64130 0.87842
H -0.08575 0.71939 -1.79101
H 1.18436 -1.64475 -0.40706
H 1.87080 -0.69945 0.86527
H 1.16314 -2.31479 1.03124
*
```

The HOMO energy comes out at -14.975 eV. The SMILES is C[C@H](O)C[NH3+]. The gap between HOMO and LUMO is 11.3 eV.



Entry 5:
The following is a DFT calculation (ωB97M-V/def2-TZVPD) of the molecule C3H3BrF4 in a non-equilibrium geometry.

Structure (ORCA input):
```
! wB97M-V def2-TZVPD RIJCOSX def2/J DEFGRID3
* xyz 0 1
C 0.35487 0.01868 -0.58242
C -0.21062 1.28108 0.17408
C -0.27382 -1.17547 0.23190
F 0.03354 2.42391 -0.46884
F 0.31980 1.33062 1.42442
F -0.03350 -2.32972 -0.42409
F 0.21187 -1.25919 1.39620
Br 2.24627 -0.08257 -0.34060
H 0.09562 -0.20116 -1.66107
H -1.32975 1.11114 0.16742
H -1.41429 -1.11732 0.08300
*
```

The HOMO energy comes out at -10.594 eV. The SMILES is FC(F)C(Br)C(F)F. The gap between HOMO and LUMO is 11.3 eV.



Entry 6:
The following is a DFT calculation (ωB97M-V/def2-TZVPD) of a cluster of 2 separate species, C4H8O in total.

Structure (ORCA input):
```
! wB97M-V def2-TZVPD RIJCOSX def2/J DEFGRID3
* xyz 0 1
C -0.09207 1.21927 0.97840
C -0.18035 -0.27405 1.10320
C -0.99043 -1.05029 0.38589
O 0.21588 0.47555 -2.41411
C 0.91585 -0.31258 -1.83007
H 0.94262 1.54508 0.81140
H -0.43086 1.70345 1.90284
H -0.70095 1.58648 0.14606
H 0.46984 -0.73495 1.84778
H -1.65485 -0.62988 -0.36676
H -1.02420 -2.12808 0.52315
H 0.81435 -1.40828 -1.95547
H 1.71520 0.00828 -1.13232
*
```

The HOMO energy comes out at -9.850 eV. The SMILES is C=CC.C=O. The gap between HOMO and LUMO is 10.9 eV.